1.
{"formula": "C4H5NO2", "method": "wB97M-V/def2-TZVPD", "relative_energy_kj_mol": 243.04, "homo_energy_ev": -9.9480, "smiles": "O=C[C@H]1C=NCO1", "total_charge": 0, "homo_lumo_gap_ev": 10.2, "lumo_ev": 0.27, "species": ["O", "O", "N", "C", "C", "C", "C", "H", "H", "H", "H", "H"], "positions_angstrom": [[0.428, -2.263, -1.405], [-0.663, 1.006, -0.520], [-0.118, 0.633, 1.709], [-0.603, -0.394, -0.331], [0.311, -1.065, -1.347], [-0.205, -0.499, 1.151], [0.145, 1.472, 0.541], [-1.603, -0.836, -0.430], [0.117, 2.542, 0.700], [1.177, 1.161, 0.339], [0.829, -0.381, -2.053], [0.183, -1.376, 1.647]], "forces_ev_per_a": [[0.023, 0.456, 0.022], [-0.096, -0.016, 0.152], [1.020, -0.424, -0.306], [-0.040, -0.160, 0.106], [0.037, -0.434, 0.102], [-0.096, -0.247, 0.255], [0.375, 0.543, -0.070], [0.144, -0.001, -0.168], [-0.586, 0.120, -0.108], [0.284, 0.858, -0.283], [-0.063, -0.075, 0.146], [-1.001, -0.620, 0.151]], "lowdin_charge": [0.07, -0.07, 0.10, -0.26, -0.19, -0.10, -0.23, 0.16, 0.12, 0.12, 0.14, 0.13]}

***

2.
{"formula": "C6H9N", "method": "wB97M-V/def2-TZVPD", "relative_energy_kj_mol": 309.83, "homo_energy_ev": -9.0455, "smiles": "CC#CCN1CC1", "total_charge": 0, "homo_lumo_gap_ev": 10.1, "lumo_ev": 1.06, "species": ["N", "C", "C", "C", "C", "C", "C", "H", "H", "H", "H", "H", "H", "H", "H", "H"], "positions_angstrom": [[1.364, -1.019, 0.016], [-0.340, 0.564, 0.784], [0.772, -1.310, -1.275], [1.090, 0.303, 0.585], [-1.507, 0.834, 0.923], [-2.919, 1.178, 1.091], [2.224, -1.040, -1.155], [-3.326, 0.746, 2.010], [2.954, -1.844, -1.203], [2.576, -0.082, -1.541], [-3.514, 0.809, 0.250], [0.152, -0.545, -1.741], [-3.047, 2.264, 1.143], [0.410, -2.329, -1.394], [1.607, 0.361, 1.550], [1.502, 1.111, -0.044]], "forces_ev_per_a": [[-0.042, 0.009, 0.135], [-0.497, 0.110, 0.070], [-0.206, -0.047, -0.159], [0.026, 0.172, 0.042], [0.508, -0.119, -0.063], [-0.079, 0.014, 0.021], [0.260, 0.009, -0.125], [0.075, 0.043, -0.124], [-0.144, 0.096, 0.019], [-0.053, -0.151, 0.108], [0.092, 0.042, 0.110], [0.120, -0.076, 0.090], [0.033, -0.158, -0.014], [0.057, 0.181, 0.004], [-0.053, 0.007, -0.147], [-0.096, -0.130, 0.034]], "lowdin_charge": [-0.12, -0.03, -0.15, -0.22, -0.08, -0.11, -0.15, 0.08, 0.10, 0.10, 0.08, 0.11, 0.08, 0.10, 0.12, 0.12]}

***

3.
{"formula": "C3H4N2S", "method": "wB97M-V/def2-TZVPD", "relative_energy_kj_mol": 231.22, "homo_energy_ev": -9.6704, "smiles": "SC1C=NN=C1", "total_charge": 0, "homo_lumo_gap_ev": 9.5, "lumo_ev": -0.17, "species": ["S", "N", "N", "C", "C", "C", "H", "H", "H", "H"], "positions_angstrom": [[-0.190, -1.391, -1.514], [-0.754, 1.337, 0.940], [-0.116, 0.315, 1.710], [-0.321, 1.222, -0.275], [0.499, -0.507, 0.984], [0.496, -0.054, -0.380], [1.076, -1.253, 1.517], [-1.437, -1.434, -0.966], [1.465, -0.015, -0.879], [-0.719, 1.781, -1.137]], "forces_ev_per_a": [[-0.707, 0.662, 0.482], [0.874, 0.215, -1.441], [-1.391, 0.640, 1.946], [-0.766, -1.252, 0.491], [0.983, 0.439, 1.093], [-0.129, -0.777, -2.818], [-0.050, -0.345, -0.643], [0.505, -0.009, -0.198], [0.272, 0.524, 0.415], [0.409, -0.095, 0.673]], "lowdin_charge": [0.72, 0.04, 0.02, -0.15, -0.24, -0.60, 0.12, -0.12, 0.09, 0.12]}

***

4.
{"formula": "CH5N5", "method": "wB97M-V/def2-TZVPD", "relative_energy_kj_mol": 227.83, "homo_energy_ev": -9.0279, "smiles": "NN1N=NCN1", "total_charge": 0, "homo_lumo_gap_ev": 9.9, "lumo_ev": 0.91, "species": ["N", "N", "N", "N", "N", "C", "H", "H", "H", "H", "H"], "positions_angstrom": [[0.897, 0.780, -0.907], [-0.542, -0.838, -1.805], [-0.373, -0.357, 0.864], [0.244, -0.367, -0.761], [0.994, 1.450, 0.105], [0.280, 0.839, 1.280], [-0.597, 1.462, 1.587], [-0.514, -1.865, -1.729], [-1.542, -0.674, -1.677], [0.061, -1.239, 1.134], [1.091, 0.809, 1.907]], "forces_ev_per_a": [[-0.598, 0.243, -0.185], [-0.204, -1.143, 0.692], [0.800, -1.068, -3.114], [-0.985, -1.422, 1.789], [0.093, 1.008, -0.077], [-2.814, 0.596, -1.677], [1.447, 0.449, 0.096], [0.440, 0.571, -0.324], [0.158, 0.892, 0.175], [0.280, 0.455, 0.221], [1.384, -0.581, 2.404]], "lowdin_charge": [-0.03, 0.04, 0.05, -0.20, 0.00, -0.27, 0.11, 0.08, 0.08, 0.08, 0.07]}

***

5.
{"formula": "C22H25IN2O23", "method": "wB97M-V/def2-TZVPD", "relative_energy_kj_mol": 0.00, "homo_energy_ev": -2.0053, "total_charge": -2, "homo_lumo_gap_ev": 4.8, "lumo_ev": 2.83, "species": ["I", "O", "O", "O", "O", "O", "O", "O", "O", "O", "O", "O", "O", "O", "O", "O", "O", "O", "O", "O", "O", "O", "O", "O", "N", "N", "C", "C", "C", "C", "C", "C", "C", "C", "C", "C", "C", "C", "C", "C", "C", "C", "C", "C", "C", "C", "C", "C", "H", "H", "H", "H", "H", "H", "H", "H", "H", "H", "H", "H", "H", "H", "H", "H", "H", "H", "H", "H", "H", "H", "H", "H", "H"], "positions_angstrom": [[0.657, -4.615, 6.564], [-4.274, -4.375, 9.085], [0.067, 3.247, -7.498], [4.453, 4.151, -1.805], [-3.139, 0.300, -3.210], [-0.883, 4.567, -5.953], [-0.211, -2.049, 4.491], [6.587, 3.460, -1.854], [-2.073, 2.888, -6.878], [5.781, 4.738, -3.533], [-2.271, -5.161, 9.781], [-3.464, 2.524, -3.373], [2.617, -0.786, -0.731], [4.743, -1.488, -0.770], [0.263, 2.435, 0.233], [3.951, -0.203, -2.456], [1.733, -4.258, 1.970], [-2.117, -3.137, 4.494], [-1.869, 1.746, 0.339], [-0.334, -3.859, 1.380], [-2.793, -5.141, 7.588], [-4.491, 1.142, -4.815], [-0.599, -5.648, 4.047], [-1.159, 3.402, 1.698], [1.288, -4.328, 4.585], [-2.747, -5.998, 2.885], [-5.056, 2.434, -5.015], [-1.059, 3.508, -6.786], [-3.037, -4.917, 8.898], [0.014, -4.344, 3.791], [-4.011, -4.935, 6.880], [4.234, -1.815, 0.526], [-4.041, 3.344, -4.381], [-1.296, 1.125, -0.813], [4.598, 3.194, -0.756], [2.752, -1.751, 0.327], [6.085, 3.134, -0.559], [0.468, -4.141, 2.281], [3.784, -0.774, -1.413], [-0.944, 2.602, 0.839], [5.621, 4.171, -2.496], [0.969, 4.330, -7.278], [-0.841, -3.102, 4.282], [0.508, 4.886, -5.960], [-1.683, -5.885, 3.290], [-3.650, 1.229, -3.747], [-4.777, -4.024, 7.794], [0.179, 1.251, -0.563], [4.595, -1.071, 1.243], [-4.494, 4.235, -3.946], [-4.506, -5.901, 6.740], [-5.853, -4.184, 7.739], [1.999, 3.977, -7.246], [0.865, 5.047, -8.096], [0.987, 4.398, -5.108], [-3.258, 3.648, -5.077], [0.751, 1.359, -1.483], [4.072, 3.518, 0.141], [0.581, 0.414, 0.008], [4.181, 2.240, -1.088], [-4.564, -2.969, 7.607], [-3.821, -4.488, 5.902], [-1.619, 0.089, -0.898], [-1.616, 1.670, -1.703], [-6.028, 2.477, -4.515], [2.224, -1.425, 1.222], [-5.195, 2.637, -6.077], [4.569, -2.801, 0.842], [0.661, 5.962, -5.883], [1.736, -5.228, 4.360], [6.426, 2.148, -0.245], [6.444, 3.878, 0.158], [2.330, -2.702, -0.003]], "forces_ev_per_a": [[0.572, 0.008, 0.314], [0.247, -0.161, 0.111], [-0.371, 0.152, 0.265], [0.562, 0.070, -0.242], [-0.173, 0.131, -0.237], [-0.066, -0.292, -0.366], [1.127, -0.861, -0.647], [-0.340, 0.280, -0.212], [0.194, 0.173, -0.072], [-0.008, -0.077, 0.197], [-0.261, 0.055, -0.021], [-0.168, -0.364, -0.122], [0.889, 0.226, -0.479], [-0.221, 0.401, -0.481], [-0.384, 0.201, 0.157], [0.093, -0.010, 0.284], [-1.464, -0.256, 2.046], [1.988, -1.950, -0.690], [0.490, 0.427, 0.181], [-1.219, -0.136, 1.321], [-0.188, 0.065, 0.821], [0.182, 0.173, 0.318], [-1.826, -0.517, -2.324], [0.080, -0.036, -0.230], [-1.619, -0.936, -0.101], [-0.849, -0.813, -0.896], [-0.387, 0.073, -0.344], [-0.183, -0.276, -0.028], [0.436, -0.138, -0.227], [1.790, 1.743, 0.100], [-0.130, 0.022, -1.051], [0.204, -0.268, 0.629], [0.103, 0.822, -0.105], [-0.223, -0.412, -0.422], [-0.611, -0.410, 0.488], [-0.715, -0.613, 0.609], [0.301, -0.240, 0.452], [2.569, 0.023, -2.781], [-0.281, -0.013, -0.089], [-0.215, 0.024, 0.268], [-0.041, 0.064, -0.254], [0.536, 0.105, -0.279], [-2.967, 2.082, 1.095], [0.393, 0.351, 0.460], [1.997, 1.313, 2.570], [0.243, -0.372, 0.175], [-0.393, 0.372, -0.161], [0.396, -0.448, -0.180], [0.004, 0.018, -0.066], [0.069, -0.134, 0.206], [0.028, 0.000, 0.100], [0.054, -0.045, 0.218], [-0.136, -0.167, -0.042], [-0.047, -0.023, 0.032], [-0.035, -0.015, -0.055], [-0.136, -0.100, 0.025], [0.071, 0.133, 0.140], [-0.079, 0.130, -0.181], [-0.075, 0.063, -0.010], [0.053, 0.044, -0.054], [0.080, -0.068, -0.024], [0.371, -0.031, 0.074], [-0.126, 0.119, 0.148], [-0.002, -0.002, 0.087], [0.047, -0.023, 0.032], [-0.139, -0.028, -0.165], [0.115, -0.203, 0.015], [0.002, 0.040, -0.171], [-0.218, -0.048, 0.040], [0.010, 0.477, -0.077], [0.082, 0.041, -0.212], [-0.017, 0.018, -0.062], [-0.063, 0.045, 0.182]], "lowdin_charge": [0.83, 0.04, 0.07, 0.06, 0.17, 0.06, -0.07, 0.06, 0.16, 0.14, 0.13, 0.06, 0.04, 0.05, 0.05, 0.11, -0.13, -0.11, 0.08, -0.02, 0.03, 0.06, -0.07, 0.14, -0.34, 0.15, -0.13, -0.55, -0.57, -0.44, -0.12, -0.12, -0.13, -0.12, -0.12, -0.11, -0.12, -0.60, -0.58, -0.56, -0.56, -0.13, -0.72, -0.12, -0.33, -0.55, -0.13, -0.12, 0.13, 0.13, 0.13, 0.12, 0.14, 0.13, 0.14, 0.10, 0.13, 0.14, 0.12, 0.13, 0.14, 0.13, 0.14, 0.11, 0.13, 0.14, 0.13, 0.14, 0.13, 0.02, 0.14, 0.13, 0.13]}

***

6.
{"formula": "C5H10O4Pt", "method": "wB97M-V/def2-TZVPD", "homo_energy_ev": [-6.5914, -6.9927], "total_charge": 0, "spin_multiplicity": 3, "s2": 2.00, "homo_lumo_gap_ev": [7.0, 7.4], "lumo_ev": [0.42, 0.40], "species": ["Pt", "O", "O", "O", "O", "C", "C", "C", "C", "C", "H", "H", "H", "H", "H", "H", "H", "H", "H", "H"], "positions_angstrom": [[-2.612, 0.301, 0.073], [-2.769, 1.981, -1.008], [-1.951, 0.610, 1.640], [-4.518, 0.073, -0.262], [-1.054, -0.126, -1.054], [-4.095, 2.054, -1.447], [-1.697, 1.993, -1.997], [-4.906, 1.046, -1.060], [-0.554, 1.127, -1.528], [-1.005, -1.196, -1.994], [-1.037, 0.867, 1.761], [-1.879, -1.829, -1.809], [-0.085, -1.777, -1.842], [-0.034, 1.599, -0.684], [-1.355, 3.012, -2.228], [0.177, 0.970, -2.331], [-5.969, 1.100, -1.334], [-2.135, 1.563, -2.910], [-1.039, -0.812, -3.024], [-4.380, 2.929, -2.028]], "forces_ev_per_a": [[-5.748, -4.056, -2.919], [0.999, 2.886, -1.871], [4.798, 1.783, 9.121], [-3.218, -0.228, -1.454], [4.414, -0.379, -2.278], [-0.902, 0.208, -1.038], [-1.037, -0.107, -1.050], [-0.402, 0.580, 0.303], [0.600, 0.267, 0.400], [-0.049, -0.507, -0.318], [0.476, -0.191, 0.430], [0.229, 0.152, -0.055], [-0.187, 0.152, -0.069], [-0.123, -0.168, -0.120], [-0.177, -0.176, 0.294], [-0.201, 0.112, 0.066], [0.320, -0.083, 0.026], [0.138, 0.130, 0.078], [-0.048, -0.087, 0.242], [0.117, -0.287, 0.213]], "lowdin_spin": [1.30, 0.14, 0.29, 0.11, 0.08, 0.02, 0.01, 0.01, 0.00, 0.02, 0.01, 0.00, 0.00, 0.00, 0.00, 0.00, 0.00, 0.00, 0.00, 0.00]}

***

7.
{"formula": "C5H9N2", "method": "wB97M-V/def2-TZVPD", "relative_energy_kj_mol": 656.43, "homo_energy_ev": -13.3549, "smiles": "CN1C#C[NH2+]CC1", "total_charge": 1, "homo_lumo_gap_ev": 8.6, "lumo_ev": -4.72, "species": ["N", "N", "C", "C", "C", "C", "C", "H", "H", "H", "H", "H", "H", "H", "H", "H"], "positions_angstrom": [[-2.055, 0.298, -0.174], [0.904, 0.493, 0.248], [0.293, -0.736, 0.620], [2.229, 0.604, -0.217], [-1.111, -0.904, -0.220], [-1.233, 1.362, 0.384], [0.006, 1.424, 0.140], [2.320, -0.199, -1.024], [-2.271, 0.591, -1.157], [2.496, 1.644, -0.689], [2.892, 0.248, 0.473], [-0.770, -1.100, -1.274], [0.023, -0.676, 1.672], [-2.849, 0.140, 0.487], [0.910, -1.543, 0.484], [-1.783, -1.647, 0.246]], "forces_ev_per_a": [[1.406, 1.195, -0.584], [-0.394, 1.999, 0.127], [-3.774, 1.330, 0.741], [0.458, 0.253, -4.672], [1.008, -1.194, 0.130], [0.047, 1.058, 1.064], [-1.217, -0.556, -0.318], [0.115, 1.197, 0.415], [-0.749, -0.645, 1.055], [-0.676, -2.115, 1.262], [1.994, -0.209, 2.217], [-1.007, 0.085, 1.001], [0.000, -0.114, 0.207], [0.358, 0.222, -1.332], [1.361, -2.057, -0.659], [1.071, -0.449, -0.652]], "lowdin_charge": [0.05, -0.19, -0.08, -0.02, -0.03, 0.01, -0.03, 0.12, 0.20, 0.16, 0.06, 0.15, 0.14, 0.19, 0.11, 0.14]}

***

8.
{"formula": "C4H8N2OS", "method": "wB97M-V/def2-TZVPD", "relative_energy_kj_mol": 370.10, "homo_energy_ev": -8.0617, "smiles": "C=CNC(=S)N(C)O", "total_charge": 0, "homo_lumo_gap_ev": 8.4, "lumo_ev": 0.30, "species": ["S", "O", "N", "N", "C", "C", "C", "C", "H", "H", "H", "H", "H", "H", "H", "H"], "positions_angstrom": [[2.078, -1.197, 1.050], [-1.581, -0.723, 0.069], [-0.503, -0.648, 0.847], [0.938, 0.340, -0.738], [0.351, 1.878, -2.494], [0.068, 1.197, -1.347], [-0.541, -1.480, 2.171], [0.722, -0.417, 0.326], [-2.261, -0.052, 0.513], [0.097, -2.500, 2.077], [0.137, -0.836, 2.888], [-0.975, 1.432, -0.840], [-1.521, -1.517, 2.509], [1.855, 0.171, -1.205], [-0.231, 2.664, -2.821], [1.366, 1.688, -3.004]], "forces_ev_per_a": [[-0.476, 0.833, -0.697], [-3.873, 2.101, 0.172], [2.155, -1.191, 3.542], [0.777, -0.121, -1.689], [2.853, -2.692, 1.610], [-2.702, 2.699, -1.279], [4.990, 0.834, -0.983], [1.384, -2.252, 1.857], [1.810, -2.016, -1.602], [-2.058, 2.263, -0.042], [-1.588, -1.364, -1.200], [2.618, -0.736, -0.877], [-1.807, -0.326, 0.381], [-1.083, 0.361, 0.827], [-1.265, 1.214, -0.758], [-1.735, 0.394, 0.738]], "lowdin_charge": [0.57, -0.03, -0.26, -0.01, 0.01, -0.21, -0.07, -0.79, 0.18, 0.09, 0.09, 0.15, 0.04, 0.15, 0.01, 0.08]}